{"formula": "C23H43F3N2O10S3Si", "method": "the ωB97M-V functional and the def2-TZVPD basis", "species": ["H", "H", "C", "H", "H", "C", "H", "H", "N", "H", "H", "S", "H", "C", "O", "O", "H", "O", "C", "H", "Si", "H", "H", "O", "O", "C", "C", "C", "H", "H", "O", "H", "H", "S", "C", "O", "H", "C", "H", "C", "H", "C", "H", "H", "H", "C", "O", "H", "H", "F", "C", "S", "F", "H", "C", "H", "C", "H", "H", "H", "C", "O", "H", "H", "C", "O", "H", "C", "C", "N", "H", "H", "H", "C", "H", "H", "H", "H", "C", "C", "H", "F", "C", "H", "H"], "xyz": [[2.83280, 1.44432, -2.92064], [0.93934, -5.58967, 4.77913], [-1.23968, 0.03718, -6.20150], [-0.33576, 4.70267, 4.06249], [1.60615, 2.24936, 0.47340], [-0.12007, -3.99088, -1.55631], [-1.68678, -0.43626, -5.30248], [2.68267, 1.38506, -0.64501], [-3.81399, 1.61567, -4.34019], [-1.72099, 4.06769, 3.13701], [-0.99584, -4.62833, -1.81306], [-1.79934, 1.79126, -6.31781], [0.07649, 0.65767, 6.33556], [0.84940, 0.36920, -2.43283], [-1.61774, 1.46114, 4.46870], [0.36896, 2.13885, 3.11005], [0.51838, -1.14467, -5.70000], [-0.49962, -3.48863, 5.88197], [-1.99455, -2.05732, 4.40629], [-1.83058, 4.19480, 4.91435], [-0.69487, -2.17303, -1.79972], [-1.74909, -0.53420, -0.20588], [0.18563, 0.62003, -0.27361], [3.01407, -0.45370, -2.30047], [-1.98908, 2.67649, -3.72975], [0.83052, -1.19670, -2.38822], [0.04971, -4.65180, 6.51772], [2.26667, 0.50854, -3.10487], [-0.26073, 1.92187, -1.39407], [-2.71452, -3.08576, -2.89546], [-0.44242, -3.89080, 3.44688], [2.79442, 1.60548, 5.26354], [0.95557, -1.56480, -3.44529], [-1.35168, -3.69065, 4.53637], [0.49882, 4.98773, -1.80942], [-2.42531, -4.60184, 4.79997], [2.48118, -0.73052, -4.96636], [0.56725, 1.21229, -1.13685], [-2.39807, -2.19048, -0.02471], [1.11636, 0.98157, -5.42200], [3.24956, 0.87565, -5.04008], [-2.02029, -2.25415, -3.17561], [-2.54586, -1.99095, 3.47026], [1.24593, 4.32145, 0.21589], [0.37399, -4.33968, 7.51035], [1.78201, 2.04803, -0.60845], [0.31402, 2.57176, 5.54276], [1.69572, -6.03254, 6.30851], [-0.72473, -5.41073, 6.65286], [0.58339, 4.32508, -2.99150], [1.23785, -5.21011, 5.75652], [-0.53425, 2.36215, 4.20194], [-0.72847, 4.78300, -1.24432], [2.44460, 5.14334, -0.86706], [2.04187, 0.83558, 5.44063], [2.49318, 0.01676, 6.00271], [2.24525, -1.49927, -1.77429], [-2.59141, -1.30521, -3.28607], [1.52646, 1.65029, -6.21629], [0.22050, -4.19764, -0.52187], [-2.87926, 2.64513, -2.71706], [2.08939, 3.20400, -1.39072], [-2.64771, 3.13457, -1.76030], [-0.03920, 0.59797, -3.06907], [-2.63561, 2.01660, -4.74682], [2.61346, -2.37883, -1.08479], [0.73182, -0.22191, -7.20334], [2.35338, 0.33407, -4.65813], [-1.44928, -1.60951, -0.15900], [-3.99504, 2.01552, -3.05438], [-0.80564, -1.84472, 0.71458], [-1.61955, -0.49016, -7.10566], [1.98514, -4.43336, 5.58668], [0.85615, 1.41019, 6.19320], [-1.16642, -1.35195, 4.39813], [1.74307, 0.44636, 4.46673], [0.72049, -4.17026, -2.26645], [1.18025, 1.73150, 7.18248], [-1.16855, 4.00272, 4.07265], [0.31846, -0.15007, -6.16917], [-2.65978, -1.86894, 5.24645], [0.69003, 6.28951, -2.11458], [1.60184, 4.40709, -0.83000], [-1.57728, -2.55032, -4.15896], [0.49685, 1.61318, -4.75628]], "de_lowest_kj_mol": 113.8, "e_tot_ha": -3547.6918, "gap_ev": 9.70, "max_force_ha_per_bohr": 0.0751, "lumo_ev": 0.13, "homo_ev": -9.574}